Entry from the OMol25 dataset: a 2-piece molecular cluster, C15H21BrI2NO5P overall (wB97M-V/def2-TZVPD).

Its LUMO energy is -2.581 eV.

```
46
Properties=species:S:1:pos:R:3:forces:R:3
C 4.682091 1.101541 -1.885000 -0.425 0.410 -0.224
C 3.398380 1.775556 -1.511832 -0.022 -0.125 0.152
I 2.743324 3.389649 -2.680616 0.165 -0.033 0.051
C 2.664273 1.396411 -0.472968 -0.036 -0.333 0.034
I 3.263250 -0.205818 0.775209 -0.021 0.363 -0.080
C 1.415292 2.028556 -0.029812 -0.240 0.063 0.083
N 1.542384 2.770985 1.083094 -0.203 0.247 0.133
C 0.527961 3.409721 1.677242 -0.499 -0.087 -0.194
C -0.747896 3.330704 1.162236 -0.074 -0.428 0.433
P -2.102374 4.261283 2.068766 -0.768 0.657 -0.095
O -1.320906 4.601929 3.466212 0.342 -0.273 -0.328
O -3.113302 3.064379 2.506591 0.860 0.081 -0.060
C -0.938286 2.571339 -0.011666 1.147 0.751 0.082
C -2.319078 2.437224 -0.582525 -0.032 0.041 -0.093
O -3.142549 1.861916 0.043526 -0.679 -0.837 0.529
O -2.557498 2.966031 -1.792723 0.902 -0.092 -0.314
C 0.148264 1.912870 -0.613498 -0.573 -0.003 -0.339
C -0.087603 1.089388 -1.851794 0.746 -0.491 -0.186
C -0.082520 -0.445953 -1.641970 -0.483 0.365 0.356
C -0.369620 -0.889442 -0.230655 0.552 -0.391 -0.045
Br 1.551207 -1.256207 -2.367772 -0.036 0.023 -0.037
H 5.130999 1.586886 -2.742204 0.187 -0.034 -0.059
H 5.347106 1.145315 -1.027851 0.240 -0.107 0.019
H 4.456234 0.064976 -2.125208 0.097 -0.168 -0.019
H 2.462525 2.847554 1.500639 0.100 -0.119 -0.088
H 0.733892 3.981164 2.567026 0.271 0.056 0.017
H -0.978872 3.806950 3.900555 -0.094 0.106 0.299
H -2.613555 2.251187 2.665782 -0.500 -0.332 0.018
H -3.129668 2.333999 -2.253270 -0.515 0.374 0.018
H -1.029570 1.344562 -2.306863 -0.251 0.213 0.055
H 0.658982 1.331549 -2.601353 0.096 0.152 -0.059
H -0.866678 -0.854517 -2.265301 0.084 -0.214 -0.229
H -0.171435 -1.956024 -0.174186 -0.330 -0.666 0.155
H -1.423791 -0.786118 0.016192 -0.129 0.178 -0.006
H 0.260469 -0.411668 0.518547 -0.030 0.247 0.051
C -2.521745 -5.182532 0.870121 -0.145 -0.584 -0.022
C -1.237597 -5.038182 0.027866 0.120 0.725 0.923
C -0.050378 -5.521489 0.887450 -0.008 -0.607 -0.022
O -1.057176 -3.738261 -0.327461 0.086 0.154 -0.520
H -2.467111 -4.560936 1.767615 0.098 0.106 -0.054
H -3.395128 -4.877281 0.289960 0.047 0.094 -0.037
H -2.683063 -6.223338 1.190521 -0.030 0.047 0.000
H -1.333138 -5.779588 -0.802002 0.033 0.202 -0.201
H 0.051387 -4.906165 1.785701 -0.071 0.127 -0.056
H 0.880959 -5.463434 0.318963 -0.025 0.102 -0.041
H -0.178444 -6.566673 1.208714 0.043 0.039 0.004
```
Forces are in eV/Å.

***

Entry from the OMol25 dataset: a single C15H21BrN2O3S molecule (wB97M-V/def2-TZVPD).

Its LUMO energy is 0.423 eV. As for the SMILES: O=C(CCNS(=O)(=O)c1ccc(Br)cc1)NC1CCCCC1.

```
43
Properties=species:S:1:pos:R:3:forces:R:3
O 1.794585 -2.521887 -0.423721 0.340 -0.072 -0.314
C 1.072459 -2.136447 0.474738 0.065 -0.223 0.749
N -0.244576 -1.917272 0.335933 -0.311 0.102 -0.106
H -0.757589 -1.453050 1.069359 0.128 -0.042 0.064
C -0.950632 -2.132273 -0.914376 -0.251 -0.065 0.011
C -1.658471 -0.861659 -1.379139 0.289 -0.065 -0.273
C -2.401276 -1.118649 -2.686917 -0.259 0.044 0.264
C -3.404087 -2.257082 -2.525440 0.200 -0.088 -0.279
C -2.694634 -3.524982 -2.061016 -0.260 0.085 0.232
C -1.959012 -3.273208 -0.748554 0.272 -0.077 -0.347
H -1.436633 -4.177619 -0.429887 0.007 0.019 0.091
H -2.679049 -3.004486 0.028904 -0.032 0.009 0.099
H -3.417439 -4.333150 -1.929949 0.049 -0.058 -0.061
H -1.976062 -3.837282 -2.821501 0.026 -0.077 -0.065
H -3.913372 -2.442772 -3.473298 -0.091 0.016 0.023
H -4.160124 -1.973990 -1.789290 -0.089 0.018 0.022
H -1.679904 -1.378898 -3.464014 0.040 0.026 -0.098
H -2.916406 -0.208669 -2.999809 0.056 0.024 -0.077
H -0.925363 -0.066376 -1.511251 -0.105 -0.045 0.041
H -2.363835 -0.541429 -0.608132 -0.063 0.056 0.082
H -0.187934 -2.420417 -1.644972 -0.107 0.039 0.070
C 1.624178 -1.906815 1.884427 0.116 0.122 -0.249
H 1.016180 -2.442396 2.614396 0.042 -0.007 0.055
H 2.633063 -2.323421 1.894696 -0.118 -0.040 -0.042
C 1.677890 -0.417916 2.241912 -0.161 -0.104 0.561
N 2.061498 0.417278 1.121470 -0.560 0.225 -0.538
S 0.860893 1.288028 0.358668 0.478 0.417 0.262
O 0.985769 1.135864 -1.058716 0.416 0.028 -0.003
O -0.402453 1.018196 0.989084 0.152 0.207 0.242
C 1.365247 2.947426 0.793402 -0.295 -0.372 -0.179
C 0.871708 3.531065 1.943766 -0.092 -0.042 0.024
C 1.297189 4.798257 2.303443 0.099 0.053 -0.060
C 2.215126 5.450777 1.494379 0.026 0.094 0.044
C 2.709698 4.869517 0.336242 -0.032 0.019 0.096
C 2.276721 3.602155 -0.012482 -0.009 -0.011 -0.095
H 2.623811 3.115881 -0.909751 0.103 0.019 -0.147
H 3.418674 5.401366 -0.279273 0.031 0.023 -0.037
Br 2.805622 7.185740 1.982293 -0.035 -0.098 -0.031
H 0.923172 5.275643 3.195980 -0.027 0.022 0.041
H 0.149484 2.993382 2.536525 -0.109 0.001 0.132
H 2.661196 -0.045556 0.454861 0.100 0.022 -0.349
H 2.388388 -0.254291 3.060080 -0.181 -0.054 -0.048
H 0.696299 -0.058583 2.556928 0.152 -0.147 0.199
```
Forces are in eV/Å.

***

Entry from the OMol25 dataset: a 3-piece molecular cluster, C15H21Cl2F5O8S3 overall (wB97M-V/def2-TZVPD).

Its LUMO energy is -0.792 eV. As for the SMILES: C/C(Cl)=C(/Cl)[C@@H]1OS(=O)(=O)O[C@H]1C(F)(F)C(F)(F)F.O=S1(=O)CCCC1.O=S1(=O)CCCC1.

```
54
Properties=species:S:1:pos:R:3:forces:R:3
C -2.865958 4.197489 -0.964879 0.677 -0.562 -0.293
C -2.746304 2.582541 -0.640300 -0.482 -2.383 -2.463
Cl -2.679951 2.140606 1.195489 -1.077 1.471 -4.300
C -2.721095 1.504236 -1.708516 0.285 4.158 3.327
Cl -2.622649 -0.247636 -1.103534 -0.154 2.582 -1.579
C -2.822942 1.992507 -3.269159 0.279 -0.531 0.637
O -4.215467 1.603356 -3.652256 1.332 -0.034 -3.544
S -4.156136 1.664151 -5.388736 -1.468 0.140 -5.990
O -4.365887 0.306643 -6.156051 0.232 5.299 4.161
O -4.795707 2.951572 -5.981765 2.281 -5.208 3.117
O -2.458040 1.906621 -5.677351 -0.752 -0.893 3.369
C -1.922663 1.265736 -4.429910 -0.725 -1.536 1.459
C -0.298819 1.124112 -4.256051 1.454 0.425 -0.424
F 0.405063 2.403803 -3.979334 -2.210 -3.920 -0.569
F 0.122936 0.122885 -3.248570 -1.732 3.356 -3.000
C 0.273488 0.578898 -5.729242 1.596 -1.098 -1.909
F 1.559306 -0.197743 -5.570887 -4.461 2.972 -0.646
F -0.678308 -0.391300 -6.376238 3.283 3.662 2.195
F 0.519219 1.761097 -6.620316 -0.953 -4.514 2.994
H -2.819499 4.797812 0.053690 -0.127 -1.378 -2.316
H -1.931208 4.467702 -1.654716 -1.978 -0.447 1.676
H -3.834641 4.477475 -1.592536 1.950 -0.822 1.570
H -2.824427 3.130208 -3.541229 0.629 -1.916 1.459
H -2.302354 0.154799 -4.464842 1.016 1.847 0.181
C 0.539171 -0.630370 4.671360 0.182 -0.134 -0.211
C 1.487216 0.566894 4.720048 0.110 0.004 0.385
C 1.164177 1.456758 3.520941 0.682 0.276 0.075
S -0.561553 1.184769 3.147391 0.146 -0.319 0.376
O -0.657602 0.552796 1.848345 0.492 -0.022 0.560
O -1.316598 2.373690 3.489187 0.203 -0.280 -0.150
C -0.841583 -0.052310 4.399122 -0.109 -0.344 0.403
H 0.558795 -1.202122 5.603746 -0.016 0.027 -0.194
H 0.832945 -1.301626 3.855547 -0.188 0.239 0.353
H 1.321709 1.125586 5.649245 0.051 -0.036 -0.132
H 2.535809 0.253518 4.708023 -0.144 0.077 0.005
H 1.324175 2.513485 3.749517 -0.148 -0.126 -0.217
H 1.749966 1.172698 2.642403 -0.225 0.055 0.040
H -1.554668 -0.795120 4.037560 0.019 0.201 -0.084
H -1.239034 0.452009 5.284978 -0.021 0.028 -0.182
C 4.241464 -3.418971 1.235275 0.194 -0.110 -0.179
C 3.077831 -2.856868 0.420046 0.118 0.273 -0.222
C 1.807677 -3.568820 0.882540 -0.269 0.179 -0.630
S 2.090273 -4.041103 2.582172 -0.049 -0.233 0.096
O 2.120619 -5.486513 2.659652 -0.195 0.554 0.190
O 1.251250 -3.235531 3.446779 0.152 -0.769 -0.138
C 3.763326 -3.435273 2.679527 0.548 0.140 0.081
H 5.147305 -2.816920 1.118604 -0.118 -0.115 0.032
H 4.467061 -4.439235 0.902698 0.006 0.127 0.094
H 2.986803 -1.780282 0.608755 0.005 -0.143 -0.032
H 3.235552 -2.989322 -0.654886 -0.064 0.047 0.180
H 0.935850 -2.911944 0.828228 0.042 -0.226 0.135
H 1.625455 -4.478516 0.303818 0.000 0.066 0.233
H 4.359447 -4.085424 3.322121 -0.238 0.033 0.029
H 3.729202 -2.423502 3.094498 -0.059 -0.141 -0.007
```
Forces are in eV/Å.

***

Entry from the OMol25 dataset: C15H21ClF5O2P2Tm as an isolated structure (wB97M-V/def2-TZVPD).

Its LUMO energy (alpha / beta) is -8.365 / -8.312 eV. Its charge is +2. As for the spin multiplicity: 3.

```
47
Properties=species:S:1:pos:R:3:forces:R:3
C 4.739900 -0.307679 -2.648245 0.166 0.061 -0.091
C 3.397612 -0.588279 -2.059722 -0.906 -3.389 0.603
H 5.262291 -1.231034 -2.920913 -0.345 0.082 0.171
H 5.350142 0.259355 -1.920947 -0.345 -0.126 -0.410
H 4.595331 0.292029 -3.558606 0.122 0.030 0.307
O 2.812735 -1.638659 -1.868512 1.413 3.317 -0.522
Cl 2.625120 0.980906 -1.479316 -0.360 0.286 0.232
Tm -0.349528 0.484264 0.241528 -0.955 2.502 0.862
P 1.705609 -0.231536 1.949846 1.210 0.220 1.344
C 1.563632 -1.684879 3.029682 -0.628 -0.358 0.042
C 3.430151 -0.370646 1.412761 0.169 -0.058 -0.504
H 4.048327 -0.505741 2.310516 -0.123 -0.024 -0.274
H 2.636205 0.993123 3.882677 -0.327 0.024 -0.329
H 3.719966 0.549784 0.894299 0.098 -0.265 0.231
H 2.245062 2.064061 2.489492 -0.026 -0.162 0.293
H 1.873161 -2.585925 2.479531 -0.026 0.268 0.146
H 3.548386 -1.223317 0.730942 0.106 0.183 0.247
C 1.896210 1.213333 3.095707 -0.720 0.029 -0.337
H 2.201027 -1.562390 3.919423 -0.236 -0.012 -0.341
H 0.915033 1.467937 3.533050 0.536 -0.049 0.038
H 0.515515 -1.824279 3.334071 0.359 0.025 0.130
P -0.926850 0.104685 -2.414860 -0.443 0.135 -2.109
C -2.038766 -1.222914 -2.965930 -0.419 -0.337 0.603
C -1.726062 1.661869 -3.002062 -0.076 0.079 0.865
H 1.164768 0.657531 -3.452405 -0.207 -0.111 -0.385
H -0.060166 0.179622 -4.664136 0.016 -0.124 0.235
H 0.797412 -1.060020 -3.689484 -0.112 0.109 -0.009
C 0.367460 -0.054562 -3.682007 0.623 0.138 0.170
H -0.982757 2.468179 -2.927876 -0.214 -0.092 -0.140
H -2.066163 1.567808 -4.044093 0.135 -0.076 0.383
H -2.521432 -0.931308 -3.911435 0.174 -0.111 0.357
H -2.797334 -1.411390 -2.193079 -0.016 0.018 -0.403
H -2.569564 1.901969 -2.333922 0.187 0.012 -0.447
H -1.462997 -2.147914 -3.112521 -0.144 0.275 0.005
C -0.427485 -1.774222 0.079055 -0.608 -6.934 -0.414
O -0.514447 -2.923998 0.002945 0.425 4.767 0.299
F -3.744316 0.751190 -0.560835 -0.037 0.185 0.795
C -3.713755 0.784377 0.817530 -0.638 -0.006 -0.015
C -2.482617 0.699234 1.440413 1.339 -0.661 -0.682
C -2.493949 0.624804 2.820731 -0.430 -0.023 0.571
F -1.286714 0.433613 3.467397 -0.634 0.259 -0.347
C -3.668697 0.708144 3.581175 0.687 0.144 0.905
F -3.637712 0.776271 4.932594 0.025 -0.319 -1.321
C -4.889781 0.799313 2.917715 -0.770 0.340 0.488
F -6.036001 0.887857 3.621126 1.312 -0.078 -0.799
C -4.919107 0.872692 1.526170 -0.438 0.274 -0.928
F -6.094857 1.096742 0.900529 1.081 -0.448 0.487
```
Forces are in eV/Å.

***

Entry from the OMol25 dataset: a 7-piece molecular cluster, C15H21F4N3O18 overall (wB97M-V/def2-TZVPD).

Its LUMO energy is -0.094 eV. As for the SMILES: O=C1OC[C@@H](F)O1.O=C1OC[C@@H](F)O1.O=C1OC[C@@H](F)O1.O=C1OC[C@@H](F)O1.C[N+](=O)[O-].C[N+](=O)[O-].C[N+](=O)[O-].

```
61
Properties=species:S:1:pos:R:3:forces:R:3
C -2.795326 3.737358 -0.389600 -0.086 0.436 0.990
N -3.385027 2.916137 0.717758 -0.429 -0.376 -0.440
O -2.617726 2.224429 1.360918 -0.025 0.071 -0.109
O -4.579459 3.000705 0.914037 0.231 0.040 0.039
H -2.343511 4.547611 0.188453 0.364 -0.034 -0.436
H -3.573693 4.158178 -1.011313 -0.173 -0.300 -0.049
H -2.076915 3.126877 -0.915793 0.081 0.023 -0.052
C 0.138882 0.730074 -0.463773 0.700 1.177 0.704
N 1.540970 1.278151 -0.373126 -0.026 -0.457 -0.199
O 1.993306 1.887223 -1.322176 -0.118 0.146 -0.027
O 2.174085 0.993461 0.620946 -0.008 0.092 -0.100
H -0.437351 1.449852 -1.031932 -0.010 -0.388 -0.471
H -0.204646 0.737086 0.564234 -0.131 -0.478 -0.026
H 0.272613 -0.255645 -0.888460 -0.446 -0.055 -0.084
C 3.153669 1.096634 3.501958 0.031 0.033 -0.271
N 1.884164 0.383211 3.804860 -0.012 -0.014 0.978
O 1.945121 -0.774404 4.162336 0.054 0.114 -0.309
O 0.864456 1.046579 3.777721 0.024 -0.034 -0.352
H 3.056593 2.081437 3.944056 0.027 0.079 -0.113
H 3.225246 1.150412 2.417904 0.060 0.127 0.194
H 3.993190 0.554108 3.917911 -0.108 -0.185 0.064
C 2.406753 -3.013665 0.241381 0.345 0.723 -0.335
C 2.486318 -4.525324 0.386185 0.564 0.247 -1.029
O 2.247092 -4.760979 1.721899 -0.651 -0.067 -0.067
C 1.882541 -3.579066 2.352789 0.601 -0.065 0.065
O 1.440177 -3.541061 3.441921 -0.120 -0.056 0.110
O 2.183788 -2.531393 1.559666 -0.450 -0.283 -0.097
F 3.734122 -4.994061 0.028813 0.062 0.115 0.379
H 1.616018 -2.702208 -0.445602 -0.277 -0.064 0.349
H 3.320662 -2.559742 -0.142663 0.167 -0.309 0.122
H 1.820059 -5.029366 -0.315809 -0.297 -0.277 0.510
C -3.832313 -2.736501 -1.113002 0.694 -0.170 1.581
C -2.397238 -2.854086 -1.593247 -0.787 -0.364 -0.760
O -1.922517 -1.551672 -1.572729 0.132 0.061 0.031
C -2.992604 -0.706690 -1.650115 -0.393 0.027 0.450
O -2.923260 0.448405 -1.900933 0.215 0.230 0.006
O -4.124159 -1.357836 -1.328581 -0.260 -0.200 -0.661
F -2.408141 -3.246626 -2.923672 0.231 -0.264 0.184
H -3.837800 -2.901939 -0.033713 0.004 0.097 -0.032
H -4.525127 -3.472175 -1.508240 -0.109 0.494 -0.778
H -1.782717 -3.541969 -1.021844 0.253 0.159 -0.037
C -3.239943 -0.701662 3.617506 -0.521 -1.049 0.383
C -3.864402 -1.864168 2.805922 0.768 1.305 -0.102
O -2.835312 -2.178152 1.911109 -0.357 -0.929 -0.226
C -1.758092 -1.365239 2.044886 0.210 0.034 1.027
O -0.757030 -1.508155 1.426894 0.008 0.138 -0.391
O -1.963983 -0.487460 3.037287 -0.162 0.200 -0.636
F -4.914845 -1.389722 2.067875 -0.209 -0.180 0.022
H -3.066359 -1.000079 4.650066 -0.165 0.184 0.068
H -3.935209 0.130774 3.537933 0.458 0.391 -0.007
H -4.200074 -2.727624 3.369825 0.052 -0.155 -0.092
C 3.481851 3.377701 -3.663990 -0.176 0.609 -0.346
C 2.805511 3.198660 -5.020380 -0.516 0.150 0.954
O 3.780134 3.600876 -5.921168 0.206 -0.320 -0.196
C 4.735719 4.338543 -5.259111 -0.159 -0.080 0.245
O 5.706503 4.785066 -5.757482 0.013 0.204 -0.290
O 4.392891 4.441487 -3.961088 0.571 -0.371 0.072
F 1.723602 4.041358 -5.138168 -0.042 0.080 -0.031
H 4.005330 2.460328 -3.391535 0.125 0.133 0.149
H 2.857292 3.743022 -2.858245 -0.302 -0.332 -0.079
H 2.426110 2.192942 -5.177568 0.276 -0.065 -0.449
```
Forces are in eV/Å.